# 1
The following is a DFT calculation (ωB97M-V with the def2-TZVPD basis set) of the ion C4H9N2O with charge +1 in a non-equilibrium geometry.

```
16
Properties=species:S:1:pos:R:3:forces:R:3
O -0.025288 -1.525579 0.347164 -0.845 -0.410 1.124
N -1.045430 -0.001945 -0.171768 1.023 -1.576 -0.595
N 0.958977 -1.432769 -0.423579 -1.281 -0.437 -3.140
C 1.272042 -0.062104 -0.681967 -0.362 -0.211 2.892
C 1.677212 0.514737 0.709229 0.371 1.360 -1.973
C -0.097525 0.571121 -0.688957 -0.610 1.680 -1.872
C -2.358392 0.066431 0.282659 -1.423 -1.635 5.425
H 1.437418 1.600136 0.766665 0.714 -0.638 0.015
H 0.743411 -1.875155 -1.353259 0.561 -0.399 0.904
H 1.036416 0.007082 1.396483 0.424 -0.389 0.851
H 2.719832 0.286432 0.607981 0.743 0.270 1.571
H -3.015170 0.817791 -0.044913 -0.393 1.077 -1.390
H -2.928389 -0.948634 0.347514 1.427 1.668 -0.644
H 1.973455 0.027717 -1.485072 0.080 0.494 -0.478
H -2.291687 0.365739 1.467958 0.028 -0.832 -2.635
H -0.056876 1.588996 -1.076145 -0.458 -0.022 -0.055
```
Positions in Å, forces in eV/Å.

The spin multiplicity is 1. The calculation puts the relative energy (zero: lowest compared OMol25 entry of this formula, charge and spin) at 150.9 kcal per mole. Its HOMO energy (alpha / beta) is -15.0502 / -15.0505 eV. As for the LUMO energy (alpha / beta): -5.6128 / -5.6119 eV. As for the SMILES: C/N=C/[C@@H](C)[NH+]=O. As for the total charge: +1.


# 2
The following is a DFT calculation (ωB97M-V with the def2-TZVPD basis set) of the ion C4H9N2O with charge +1 in a non-equilibrium geometry.

```
16
Properties=species:S:1:pos:R:3:forces:R:3
O -0.497388 -0.935577 -1.153878 -0.496 -2.537 -1.179
N 0.841838 -1.372019 0.529688 -1.591 0.244 0.569
N 1.779244 -0.666613 0.218567 2.205 -0.086 0.997
C 0.177888 0.972219 0.040209 -0.057 -2.063 0.000
C -2.055066 -0.210218 0.491743 2.165 -1.012 1.337
C -0.442831 -0.485541 0.112184 -0.903 4.009 -0.412
C 1.639593 0.684552 -0.149684 -2.235 1.858 -4.413
H -1.995212 0.907602 0.409233 -1.023 -1.299 0.143
H -0.262679 1.511656 -0.802560 0.016 -0.142 0.316
H 1.734413 0.732351 -1.304387 0.420 -0.525 1.530
H -2.245691 -0.550356 1.538987 -0.296 0.529 -0.895
H -2.717509 -0.728129 -0.271318 0.950 0.773 1.074
H 2.290588 1.456832 0.158307 1.250 0.039 1.169
H -0.018474 1.434304 0.964334 -0.254 0.907 1.127
H -0.986976 -1.770634 -0.958971 0.291 0.285 -1.627
H 2.758258 -0.980434 0.177545 -0.441 -0.978 0.265
```
Positions in Å, forces in eV/Å.

The spin multiplicity is 1. The calculation puts the relative energy (zero: lowest compared OMol25 entry of this formula, charge and spin) at 110.6 kcal per mole. Its HOMO energy is -15.5135 eV. As for the LUMO energy: -5.4880 eV. As for the SMILES: C[C@@]1(O)CC[NH+]=N1. As for the total charge: +1.